# 1
This record from the Open Molecules 2025 dataset describes a structure of composition C46H68FeN2O2P2SbSe5. The level of theory is wB97M-V/def2-TZVPD.

Output
E_tot	-16247.578729	Ha
LUMO energy (alpha / beta)	0.0658 / 0.0805	Ha
HOMO-LUMO gap (alpha / beta)	3.0 / 3.4	eV
HOMO level (alpha / beta)	-0.043 / -0.043	hartree

ORCA input file:
```
! wB97M-V def2-TZVPD RIJCOSX def2/J DEFGRID3
* xyz -2 6
Fe 0.1509 -1.0978 -0.6899
C 0.5598 6.2652 -0.9762
C 1.6776 5.6168 -1.7991
C 2.9864 6.3369 -1.4618
C 1.3973 5.8033 -3.2983
C 1.7332 4.1291 -1.4866
C 0.6308 3.3113 -1.6985
C 0.7261 1.9684 -1.4003
Se -0.7915 0.7815 -1.6225
C -1.8051 1.2618 -0.0301
C -2.5862 2.4015 -0.0182
C -3.2418 2.7639 1.1458
C -3.0650 1.9434 2.2619
C -2.3062 0.7912 2.2808
C -1.6266 0.4069 1.0850
O -0.8970 -0.6578 0.9770
C -2.1973 -0.0713 3.5323
C -2.9648 0.5089 4.7233
C -2.7714 -1.4580 3.2089
C -0.7316 -0.2133 3.9497
C -4.1234 3.9977 1.2604
C -3.4969 4.9648 2.2712
C -5.5245 3.5710 1.7255
C -4.2790 4.7368 -0.0720
C 1.8935 1.3232 -0.9217
O 1.8641 0.0402 -0.7150
C 3.0256 2.1757 -0.7259
C 2.8877 3.5247 -0.9965
C 4.3618 1.6391 -0.2260
C 5.4822 2.6882 -0.2265
C 4.7926 0.4903 -1.1470
C 4.1885 1.1772 1.2235
H 0.4951 7.3295 -1.2012
H 0.7749 6.1460 0.0828
H -0.4027 5.8065 -1.1886
H 2.8890 7.3967 -1.6937
H 3.8216 5.9423 -2.0387
H 3.2087 6.2459 -0.4001
H 1.3609 6.8635 -3.5476
H 0.4477 5.3546 -3.5760
H 2.1826 5.3370 -3.8910
H -0.3115 3.6970 -2.0670
H -2.6523 2.9889 -0.9219
H -3.5465 2.2458 3.1748
H -4.0335 0.5707 4.5213
H -2.5890 1.4965 4.9780
H -2.8233 -0.1352 5.5898
H -3.8107 -1.3798 2.8910
H -2.7204 -2.1044 4.0843
H -2.1954 -1.9107 2.4091
H -0.3465 0.7403 4.3042
H -0.1281 -0.5372 3.1080
H -0.6276 -0.9407 4.7535
H -3.3842 4.5089 3.2498
H -4.1075 5.8599 2.3805
H -2.5063 5.2609 1.9374
H -5.4897 3.1121 2.7085
H -5.9465 2.8515 1.0255
H -6.1898 4.4318 1.7799
H -3.3210 5.1143 -0.4180
H -4.9483 5.5872 0.0568
H -4.7011 4.0870 -0.8359
H 3.7324 4.1583 -0.8072
H 5.6468 3.1086 -1.2173
H 6.4095 2.2130 0.0918
H 5.2674 3.4878 0.4768
H 4.9810 0.8671 -2.1527
H 4.0068 -0.2558 -1.1973
H 5.7030 0.0239 -0.7745
H 4.0266 2.0422 1.8621
H 5.0665 0.6471 1.5817
H 3.3215 0.5339 1.3240
C 0.8283 -3.2780 1.9933
P 1.0149 -2.9478 0.2076
C 0.2803 -4.4273 -0.5365
N 0.6300 -5.6353 -0.0912
C 0.2970 -6.6858 -0.8879
C 0.7426 -7.9679 -0.5583
C 0.4570 -9.0428 -1.3892
C -0.2818 -8.8579 -2.5455
C -0.7417 -7.5969 -2.8950
C -0.4523 -6.4927 -2.0912
N -0.8832 -5.2593 -2.4630
C -0.4902 -4.2470 -1.6754
P -0.9749 -2.5507 -2.0470
C -0.7623 -2.5187 -3.8757
C -2.8735 -2.6444 -1.8865
C -3.5044 -1.3765 -2.4550
C -3.4795 -3.8620 -2.5845
C -3.1342 -2.7288 -0.3827
C 2.8482 -3.2648 -0.1200
C 3.3299 -4.6877 0.1456
C 3.0535 -2.9326 -1.5967
C 3.6008 -2.2855 0.7782
H 1.2165 -4.2726 2.2117
H -0.2346 -3.2334 2.2189
H 1.3401 -2.5134 2.5706
H 1.3321 -8.0907 0.3402
H 0.8193 -10.0285 -1.1266
H -0.4950 -9.7019 -3.1896
H -1.3232 -7.4435 -3.7945
H -1.2024 -3.4245 -4.2918
H 0.3090 -2.5125 -4.0784
H -1.2071 -1.6249 -4.3116
H -3.4111 -1.3555 -3.5397
H -3.0292 -0.4833 -2.0418
H -4.5657 -1.3374 -2.2029
H -3.4288 -3.7678 -3.6671
H -4.5288 -3.9557 -2.2980
H -2.9531 -4.7695 -2.2998
H -2.7167 -1.8570 0.1183
H -2.6658 -3.6218 0.0337
H -4.2044 -2.7665 -0.1717
H 2.8198 -5.4143 -0.4824
H 3.1690 -4.9715 1.1814
H 4.3988 -4.7464 -0.0628
H 2.5253 -3.6565 -2.2188
H 4.1117 -2.9572 -1.8552
H 2.6594 -1.9427 -1.8194
H 3.5422 -2.5822 1.8247
H 3.1628 -1.2996 0.6678
H 4.6546 -2.2347 0.5062
Se -0.4766 4.4472 4.7913
Sb 1.5869 3.6307 3.6680
Se 0.8610 2.0521 1.8536
Se 3.0159 2.3941 5.3029
Se 2.9036 5.4185 2.5434
*
```

# 2
This record from the Open Molecules 2025 dataset describes a structure of composition C46H70N7P2Tl. The level of theory is wB97M-V/def2-TZVPD.

Output
E_tot	-3032.844740	Ha
LUMO energy	-0.1913	Ha
HOMO-LUMO gap	6.6	eV
HOMO level	-0.433	hartree

ORCA input file:
```
! wB97M-V def2-TZVPD RIJCOSX def2/J DEFGRID3
* xyz 2 1
Tl -0.1718 0.2517 -0.2958
C 2.0072 2.5546 -3.3744
C 2.0941 1.0326 -3.5080
C 1.0736 0.4410 -4.4728
P 2.0377 0.2138 -1.8601
C 3.7046 0.6873 -1.1880
C 4.5424 -0.4227 -0.5332
C 3.5554 1.8907 -0.2508
C 1.9530 -1.5078 -2.2903
C 2.9575 -2.0088 -3.1448
C 2.8645 -3.2314 -3.7672
C 3.9605 -3.7780 -4.6419
C 1.6704 -3.9397 -3.5647
C 0.6822 -3.4750 -2.7309
C 0.8088 -2.2657 -2.0121
N -0.2158 -1.8456 -1.1581
C -0.8461 -2.8007 -0.3426
C -0.2961 -4.0664 -0.0673
C -0.9895 -5.0293 0.6435
C -2.2665 -4.7952 1.1519
C -3.0508 -5.8602 1.8805
C -2.7647 -3.5153 0.9802
C -2.0731 -2.5201 0.2782
P -2.6894 -0.8362 0.3204
C -4.2662 -0.9217 -0.6657
C -5.0410 0.3919 -0.8485
C -4.0347 -1.6398 -1.9993
C -3.2908 -0.6025 2.0593
C -3.5659 0.8762 2.3631
C -2.3004 -1.1641 3.0707
H 1.9335 3.0119 -4.3640
H 2.8893 2.9749 -2.8885
H 1.1307 2.8519 -2.7982
H 3.0915 0.7780 -3.8762
H 0.0568 0.6550 -4.1521
H 1.1735 -0.6396 -4.5664
H 1.2159 0.8811 -5.4633
H 4.2229 1.0219 -2.0897
H 4.4297 -0.4055 0.5516
H 5.5984 -0.2469 -0.7442
H 4.2987 -1.4241 -0.8865
H 3.0559 1.5865 0.6681
H 2.9741 2.7058 -0.6899
H 4.5407 2.2858 0.0128
H 3.8283 -1.3901 -3.3511
H 4.7868 -3.0727 -4.7324
H 3.5942 -4.0038 -5.6457
H 4.3569 -4.7066 -4.2263
H 1.5104 -4.8744 -4.0957
H -0.2334 -4.0440 -2.6274
H 0.6884 -4.3095 -0.4452
H -0.5250 -5.9987 0.8003
H -2.5335 -6.8185 1.8561
H -4.0340 -6.0006 1.4293
H -3.2086 -5.5926 2.9278
H -3.7285 -3.2758 1.4270
H -4.8651 -1.5701 -0.0197
H -4.6508 0.9814 -1.6748
H -5.0514 1.0182 0.0414
H -6.0787 0.1583 -1.0922
H -3.2384 -1.1700 -2.5838
H -4.9513 -1.6034 -2.5932
H -3.7642 -2.6853 -1.8557
H -4.2303 -1.1570 2.1320
H -2.6961 1.4951 2.1336
H -3.7939 0.9933 3.4256
H -4.4135 1.2788 1.8098
H -1.3407 -0.6693 2.9569
H -2.1470 -2.2356 2.9698
H -2.6610 -0.9610 4.0838
C -1.6781 3.1413 -4.0900
N -1.6855 2.5006 -2.7695
C -2.3786 1.2256 -2.6969
C -1.1763 3.0820 -1.6642
N -0.9797 2.3898 -0.5348
C -1.2047 3.1462 0.6622
C -2.3418 3.9088 0.7268
C -2.4924 4.9379 1.6810
C -1.4489 5.2364 2.5056
C -0.2840 4.4241 2.5144
C 0.8259 4.7794 3.3271
C 1.9355 3.9905 3.3581
C 1.9088 2.7379 2.7061
C 0.8274 2.3281 1.9699
N 0.6969 0.9281 1.6835
C 0.9924 0.0973 2.6963
N 1.4936 -1.1348 2.4800
C 2.2115 -1.5029 1.2716
C 1.2686 -2.2549 3.3971
N 0.8072 0.4367 3.9926
C 1.8347 0.1678 4.9949
C -0.2145 1.3906 4.4014
C -0.2223 3.2628 1.6953
N -0.9045 4.4146 -1.7679
C 0.1690 5.0201 -0.9871
C -1.9296 5.3535 -2.2220
H -1.4231 2.4068 -4.8473
H -0.9494 3.9447 -4.1185
H -2.6638 3.5436 -4.3322
H -3.2568 1.2530 -3.3434
H -2.6955 1.0535 -1.6788
H -1.7544 0.3855 -3.0170
H -3.1027 3.7661 -0.0348
H -3.4041 5.5227 1.7068
H -1.4924 6.0902 3.1743
H 0.7752 5.6958 3.9055
H 2.8067 4.2813 3.9322
H 2.7165 2.0335 2.8792
H 2.5014 -0.6125 0.7310
H 1.6132 -2.1532 0.6346
H 3.1198 -2.0434 1.5444
H 0.5444 -1.9852 4.1585
H 2.2005 -2.5603 3.8778
H 0.8818 -3.1011 2.8235
H 2.6280 -0.4457 4.5767
H 1.4111 -0.3421 5.8615
H 2.2664 1.1155 5.3277
H -0.9605 1.5052 3.6230
H 0.2152 2.3679 4.6325
H -0.7053 1.0042 5.2959
H 0.9123 4.2706 -0.7224
H -0.2026 5.4946 -0.0753
H 0.6492 5.7825 -1.6028
H -2.7503 4.8280 -2.7018
H -1.5102 6.0723 -2.9281
H -2.3275 5.9003 -1.3627
*
```

# 3
This record from the Open Molecules 2025 dataset describes a structure of composition C46H72BN10O6P2S5SeTi. The level of theory is wB97M-V/def2-TZVPD.

Output
E_tot	-8744.770366	Ha
LUMO energy	-0.0963	Ha
HOMO-LUMO gap	6.3	eV
HOMO level	-0.326	hartree

ORCA input file:
```
! wB97M-V def2-TZVPD RIJCOSX def2/J DEFGRID3
* xyz 1 1
Ti -0.1717 -0.0110 -0.1311
C -5.7566 -2.0541 3.5807
C -4.5282 -1.9764 2.6788
C -4.9264 -1.2503 1.3886
C -4.0281 -3.3963 2.4090
N -3.4554 -1.1898 3.3970
C -3.5969 -0.6981 4.6880
C -2.4843 -0.0102 4.9806
N -1.6378 -0.0658 3.8837
B -0.2968 0.7142 3.9846
N -0.4782 2.1812 3.5115
C -0.0575 3.2102 4.3341
C -0.3808 4.3734 3.7474
N -1.0055 4.0669 2.5445
C -1.0485 2.7107 2.4154
S -1.7248 1.8409 1.0947
C -1.5013 5.1076 1.5785
C -0.7205 4.9942 0.2639
C -3.0055 4.9352 1.3605
C -1.2506 6.4927 2.1643
N 0.9468 -0.0225 3.3707
C 1.5171 -1.0494 4.1056
C 2.8001 -1.1699 3.7358
N 3.0476 -0.2110 2.7583
C 1.8855 0.4616 2.5298
S 1.5172 1.5900 1.2728
C 4.3950 0.0059 2.1192
C 5.4107 -0.9091 2.7993
C 4.8176 1.4589 2.3357
C 4.3559 -0.3515 0.6301
C -2.2452 -0.7906 2.9187
S -1.6290 -1.2968 1.3950
H -6.5335 -2.5948 3.0439
H -6.1448 -1.0622 3.8248
H -5.5500 -2.6015 4.5032
H -5.8420 -1.6986 0.9975
H -4.1557 -1.3215 0.6265
H -5.1166 -0.1930 1.5924
H -4.8219 -3.9723 1.9293
H -3.7617 -3.8893 3.3471
H -3.1604 -3.4023 1.7540
H -4.4629 -0.8868 5.2955
H -2.2151 0.5171 5.8811
H -0.0532 0.7925 5.1621
H 0.4348 3.0214 5.2740
H -0.2170 5.3781 4.0898
H -0.9034 4.0329 -0.2123
H 0.3504 5.0950 0.4598
H -1.0348 5.7945 -0.4115
H -3.2318 3.9803 0.8924
H -3.3694 5.7380 0.7155
H -3.5349 4.9921 2.3148
H -0.1864 6.6832 2.3186
H -1.7845 6.6369 3.1058
H -1.6221 7.2304 1.4547
H 0.9520 -1.6042 4.8383
H 3.5433 -1.8693 4.0754
H 5.4619 -0.7282 3.8762
H 6.3940 -0.7012 2.3765
H 5.1869 -1.9658 2.6205
H 4.9375 1.6664 3.4028
H 4.0859 2.1535 1.9274
H 5.7748 1.6311 1.8393
H 4.0830 -1.4006 0.4987
H 5.3507 -0.1884 0.2033
H 3.6342 0.2513 0.0828
S 1.4776 -1.6377 0.4957
C 0.6779 -3.1687 0.3024
C 1.1129 -4.2249 1.1667
N 1.5193 -5.0191 1.8966
C -0.2862 -3.3049 -0.6172
S -0.8217 -1.9132 -1.5054
C -0.9360 -4.5569 -0.8828
N -1.4736 -5.5476 -1.1211
C -4.9061 3.0749 -3.9089
C -3.4018 3.0365 -4.0533
C -2.7997 4.4278 -4.0937
O -2.8797 2.3285 -2.8842
P -1.6525 1.3625 -2.8769
O -1.5808 0.7721 -1.5074
C -0.1562 2.3098 -3.2571
P 1.2946 1.3251 -2.8188
O 1.0816 0.7487 -1.4520
O 1.4695 0.2125 -3.8850
C 2.0398 0.4893 -5.2278
C 3.5112 0.1355 -5.2285
C 1.2342 -0.3190 -6.2159
O 2.5847 2.1779 -2.9767
C 2.9487 3.5508 -2.6131
C 2.4194 3.9447 -1.2536
C 2.5234 4.4876 -3.7246
O -1.7192 0.4137 -4.1120
C -2.5941 -0.7804 -4.2647
C -3.7769 -0.3957 -5.1273
C -1.7691 -1.8802 -4.8917
H -5.3503 3.5088 -4.8057
H -5.1813 3.6853 -3.0456
H -5.3161 2.0760 -3.7630
H -3.1215 2.4776 -4.9487
H -2.9658 4.9282 -3.1366
H -3.2836 5.0109 -4.8789
H -1.7261 4.4055 -4.2984
H -0.1697 3.2171 -2.6499
H -0.1339 2.5579 -4.3199
H 1.9140 1.5568 -5.4295
H 3.6381 -0.9090 -4.9418
H 4.0599 0.7551 -4.5177
H 3.9214 0.2908 -6.2295
H 1.3651 -1.3853 -6.0187
H 1.5826 -0.1001 -7.2265
H 0.1731 -0.0724 -6.1478
H 4.0335 3.5098 -2.5780
H 1.3263 3.9960 -1.2494
H 2.8088 4.9281 -0.9875
H 2.7282 3.2284 -0.4925
H 1.4401 4.6406 -3.7252
H 2.8300 4.0988 -4.6981
H 3.0022 5.4575 -3.5811
H -2.9232 -1.0730 -3.2701
H -3.4284 0.0643 -6.0559
H -4.4469 0.2956 -4.6147
H -4.3405 -1.2950 -5.3800
H -0.7916 -1.9573 -4.4190
H -2.2871 -2.8316 -4.7561
H -1.6389 -1.6983 -5.9623
C 6.1892 -1.9274 -2.1620
N 5.5306 -2.6992 -1.1268
C 4.2480 -3.1501 -1.2321
Se 3.0517 -2.7219 -2.5357
N 4.0116 -3.8661 -0.1052
C 5.1137 -3.8439 0.7465
C 5.3188 -4.3754 2.0089
C 6.5562 -4.1406 2.5951
C 7.5405 -3.3997 1.9372
C 7.3238 -2.8665 0.6729
C 6.0897 -3.1033 0.0886
H 5.6970 -0.9632 -2.2855
H 6.1362 -2.4607 -3.1083
H 7.2288 -1.7787 -1.8820
H 3.1373 -4.3245 0.0821
H 4.5422 -4.9419 2.5101
H 6.7638 -4.5415 3.5793
H 8.4953 -3.2356 2.4220
H 8.0929 -2.2885 0.1755
*
```

Q: What is the formula in the first record?
A: C46H68FeN2O2P2SbSe5

Q: Number 3 is which compound?
A: C46H72BN10O6P2S5SeTi

Q: Which of these has the highest E_tot?
A: C46H70N7P2Tl